A structure of composition C58H48ClO2P4S2Tl. Source: the OMol25 dataset; level of theory: wB97M-V/def2-TZVPD.

Geometry (Å):
Tl1 -0.92 1.01 -0.68
S1 -3.65 1.87 1.22
P1 -2.74 0.76 2.58
C1 -1.93 -0.65 2.07
P2 -2.54 -1.82 0.91
S2 -2.51 -1.41 -1.06
C2 -1.59 -3.17 1.48
C3 -1.65 -4.43 0.91
C4 -1.25 -5.67 1.39
C5 -0.68 -5.95 2.68
C6 -0.07 -5.10 3.53
C7 0.26 -3.68 3.16
C8 -4.30 -2.17 1.32
C9 -5.33 -1.32 0.90
C10 -6.63 -1.54 1.32
C11 -6.94 -2.62 2.15
C12 -5.92 -3.48 2.54
C13 -4.62 -3.26 2.14
C14 -1.50 1.75 3.49
C15 -1.17 1.49 4.82
C16 -0.11 2.16 5.43
C17 0.62 3.10 4.71
C18 0.28 3.39 3.40
C19 -0.78 2.72 2.79
C20 -3.94 0.42 3.94
C21 -4.78 1.42 4.43
C22 -5.67 1.14 5.45
C23 -5.74 -0.13 6.00
C24 -4.90 -1.13 5.52
C25 -4.01 -0.85 4.50
H1 -2.13 -4.45 -0.07
H2 -1.48 -6.53 0.77
H3 -0.77 -6.99 3.01
H4 0.22 -5.46 4.51
H5 0.74 -3.19 4.01
H6 -5.09 -0.49 0.26
H7 -7.42 -0.86 1.01
H8 -7.96 -2.78 2.47
H9 -6.15 -4.33 3.17
H10 -3.82 -3.93 2.44
H11 -1.73 0.76 5.38
H12 0.15 1.94 6.45
H13 1.46 3.61 5.18
H14 0.85 4.12 2.83
H15 -1.05 2.94 1.77
H16 -4.74 2.40 3.97
H17 -6.33 1.92 5.82
H18 -6.44 -0.35 6.79
H19 -4.96 -2.13 5.93
H20 -3.36 -1.63 4.10
C26 4.02 0.14 -0.75
C27 4.19 -0.57 0.59
P3 3.00 0.00 1.91
C28 4.01 -0.55 3.36
C29 3.66 -1.61 4.20
C30 4.44 -1.94 5.30
C31 5.59 -1.22 5.58
C32 5.95 -0.15 4.76
C33 5.16 0.17 3.67
C34 1.63 -1.22 1.96
C35 1.83 -2.60 1.50
C36 1.23 -3.68 2.01
C37 -1.01 -2.84 2.83
C38 -0.81 -1.31 2.91
C39 0.53 -0.72 2.54
P4 2.33 -0.03 -1.51
C40 2.73 0.77 -3.10
C41 2.99 0.09 -4.29
C42 3.29 0.79 -5.45
C43 3.36 2.18 -5.44
C44 3.09 2.87 -4.27
C45 2.77 2.17 -3.11
C46 2.27 -1.82 -1.88
C47 3.39 -2.60 -2.16
C48 3.28 -3.98 -2.27
C49 2.04 -4.59 -2.12
C50 0.91 -3.82 -1.86
C51 1.03 -2.44 -1.75
H21 4.15 1.21 -0.62
H22 4.79 -0.19 -1.45
H23 5.18 -0.34 0.99
H24 4.15 -1.65 0.48
H25 2.76 -2.18 3.98
H26 4.15 -2.77 5.93
H27 6.20 -1.48 6.44
H28 6.84 0.43 4.98
H29 5.44 1.02 3.05
H30 2.51 -2.75 0.67
H31 1.42 -4.64 1.54
H32 -1.73 -3.08 3.63
H33 -0.94 -1.03 3.97
H34 0.57 0.34 2.78
H35 2.92 -0.99 -4.31
H36 3.46 0.25 -6.38
H37 3.58 2.72 -6.35
H38 3.10 3.95 -4.25
H39 2.52 2.71 -2.21
H40 4.36 -2.14 -2.26
H41 4.16 -4.58 -2.47
H42 1.96 -5.67 -2.18
H43 -0.05 -4.28 -1.70
H44 0.14 -1.86 -1.53
Cl1 0.41 0.86 -8.84
C52 0.13 0.67 -7.11
C53 0.07 -0.62 -6.56
C54 -0.12 -0.78 -5.22
C55 -0.25 0.33 -4.31
O1 -0.36 0.13 -3.07
C56 -0.22 1.63 -4.92
C57 -0.36 2.87 -4.18
O2 -0.55 3.03 -2.99
C58 -0.02 1.76 -6.31
H45 0.18 -1.48 -7.21
H46 -0.15 -1.77 -4.77
H47 -0.27 3.77 -4.83
H48 0.03 2.76 -6.73

As for the max |F|: 0.06 eV/Å. Its charge is -2. For the energy above the lowest of the compared OMol25 structures with the same formula, charge and spin, the calculation gives 0.503 eV. The total energy comes out at -141065.066 eV.